{"formula": "C36H45AsMnN6S", "method": "ωB97M-V/def2-TZVPD", "elements": ["Mn", "C", "C", "N", "N", "C", "N", "S", "C", "C", "C", "C", "C", "N", "H", "H", "H", "H", "H", "H", "H", "H", "H", "H", "C", "C", "C", "C", "C", "C", "H", "H", "H", "H", "H", "H", "H", "H", "H", "N", "C", "C", "N", "C", "C", "H", "H", "H", "H", "H", "H", "H", "H", "H", "H", "H", "C", "C", "C", "C", "C", "C", "As", "C", "C", "C", "C", "C", "C", "C", "C", "C", "C", "C", "C", "H", "H", "H", "H", "H", "H", "H", "H", "H", "H", "H", "H", "H", "H", "H"], "xyz": [[-0.967681, 0.037413, 0.148761], [-3.238739, -2.232633, -2.683805], [-2.720072, -1.162696, -1.790188], [-2.190188, -1.418298, -0.639259], [-2.264691, -2.715867, -0.196313], [-1.899342, -3.028527, 1.053270], [-2.121618, -4.286558, 1.370931], [-1.209104, -1.915386, 2.121870], [-2.827175, 0.271825, -2.095026], [-3.537631, 0.750863, -3.169167], [-3.650320, 2.117925, -3.346540], [-3.049860, 2.977481, -2.447179], [-2.338972, 2.427393, -1.407777], [-2.222391, 1.108273, -1.239020], [-2.585571, -3.110556, -2.670501], [-3.279296, -1.902851, -3.717927], [-4.252432, -2.547183, -2.397493], [-2.652087, -3.401245, -0.796809], [-2.343402, -4.984141, 0.672402], [-1.725151, -4.609672, 2.235304], [-4.020480, 0.064994, -3.860127], [-4.212740, 2.509615, -4.191185], [-3.107309, 4.057749, -2.561203], [-1.797340, 3.044026, -0.698685], [3.471583, 2.979741, 0.053027], [2.052728, 3.567297, -0.046581], [1.857517, 4.645532, 1.027712], [1.855623, 4.177528, -1.446139], [1.047209, 2.479395, 0.160792], [0.305917, 1.549571, 0.386318], [4.216020, 3.772086, -0.111753], [3.621659, 2.202637, -0.701358], [3.646926, 2.539987, 1.044786], [2.555881, 5.476520, 0.854004], [2.050886, 4.240540, 2.030549], [0.834362, 5.046758, 1.000556], [2.617589, 4.951083, -1.625158], [0.863971, 4.644983, -1.537674], [1.951654, 3.407446, -2.223802], [-3.027140, 1.931753, 4.841287], [-1.697076, 2.483480, 4.302714], [-1.187845, 1.556972, 3.227520], [-2.155763, 1.331010, 2.154556], [-3.459484, 0.869573, 2.666325], [-4.053608, 1.784105, 3.714847], [-3.387300, 2.513679, 5.578513], [-2.859913, 1.023902, 5.248470], [-1.004833, 2.577255, 5.132885], [-1.917148, 3.468320, 3.913180], [-0.943287, 0.581147, 3.672457], [-0.269107, 1.966834, 2.805623], [-2.281035, 2.180749, 1.624788], [-3.317477, -0.126522, 3.085680], [-4.170513, 0.771574, 1.850565], [-4.973097, 1.397434, 4.140481], [-4.232794, 2.781259, 3.335601], [0.454142, -5.829687, -1.428238], [0.223332, -4.837435, -2.378949], [0.450494, -3.503956, -2.055151], [0.902667, -3.148939, -0.783750], [1.124611, -4.139368, 0.167263], [0.910315, -5.478765, -0.159775], [1.119409, -1.259258, -0.366035], [2.513388, -1.258139, 0.954220], [3.636011, -2.055196, 0.750974], [4.657702, -2.066272, 1.695466], [4.558087, -1.285819, 2.844813], [3.437928, -0.491758, 3.049665], [2.413127, -0.475547, 2.105504], [1.902347, -0.565273, -1.986487], [3.259049, -0.299470, -2.122234], [3.747930, 0.187260, -3.337673], [2.884610, 0.415089, -4.406608], [1.521597, 0.175025, -4.259843], [1.033570, -0.309386, -3.050098], [0.298661, -6.875919, -1.685090], [-0.105683, -5.105284, -3.382674], [0.298976, -2.749411, -2.810483], [1.468647, -3.883918, 1.152727], [1.111065, -6.251771, 0.578801], [3.719079, -2.670571, -0.127480], [5.533561, -2.686281, 1.533929], [5.361697, -1.296652, 3.580668], [3.367906, 0.121843, 3.944323], [1.565167, 0.152829, 2.248673], [3.935888, -0.448020, -1.300675], [4.809904, 0.395351, -3.443944], [3.274196, 0.787273, -5.356365], [0.840252, 0.369791, -5.084784], [-0.028149, -0.457938, -2.935796]], "forces_ev_per_a": [[0.151, 0.483, 1.775], [-0.242, -0.113, -0.340], [0.225, -0.424, 0.554], [-1.596, -1.423, -0.655], [0.377, 1.577, -0.278], [0.496, 0.717, 0.469], [0.013, -0.957, 0.393], [-0.223, -0.219, -0.160], [0.156, 0.486, -0.118], [-0.435, -0.347, -0.561], [-0.286, 0.328, -0.387], [-0.220, 0.395, -0.364], [0.483, -0.480, 0.374], [-0.407, 0.208, -0.310], [-0.012, 0.102, -0.020], [-0.036, 0.023, -0.013], [0.157, 0.075, -0.006], [-0.297, -0.637, -0.537], [0.042, 0.065, 0.128], [-0.039, -0.141, 0.125], [0.079, 0.205, 0.092], [0.112, -0.077, 0.154], [-0.023, -0.258, 0.017], [0.073, -0.080, -0.004], [0.064, 0.021, 0.153], [-0.336, -0.345, -0.130], [0.007, 0.173, 0.082], [-0.013, 0.091, -0.085], [1.366, 1.255, -0.045], [-0.199, 0.423, 0.360], [-0.190, -0.181, 0.049], [-0.023, 0.074, 0.068], [-0.046, 0.084, -0.235], [-0.165, -0.193, 0.064], [-0.050, 0.077, -0.218], [0.238, -0.080, 0.001], [-0.221, -0.204, 0.037], [0.242, -0.121, 0.018], [-0.018, 0.165, 0.182], [0.236, 0.282, -1.148], [-0.559, -0.215, 0.284], [-0.064, -0.416, -0.075], [-0.600, -0.253, 0.316], [0.524, 0.102, -0.126], [0.505, 0.018, 0.524], [-0.214, 0.457, 0.402], [0.114, -0.540, 0.215], [0.005, -0.049, 0.157], [-0.101, 0.263, -0.063], [0.024, 0.102, -0.089], [-0.025, -0.045, -0.111], [0.116, 0.236, -0.249], [0.029, -0.158, 0.001], [-0.009, 0.010, -0.145], [-0.073, -0.090, 0.121], [-0.020, 0.265, -0.061], [0.000, -0.073, 0.054], [-0.044, -0.011, 0.012], [-0.018, -0.350, 0.138], [0.283, -0.017, -0.177], [-0.208, -0.326, -0.393], [-0.091, 0.008, -0.019], [0.303, -0.492, -0.345], [0.127, 0.020, 0.105], [0.215, 0.145, 0.509], [-0.010, 0.011, 0.031], [0.149, -0.077, -0.022], [-0.114, 0.005, -0.089], [0.647, -0.450, -0.089], [0.083, -0.027, -0.109], [-0.130, 0.194, -0.652], [-0.080, 0.024, 0.076], [0.121, 0.018, -0.050], [-0.012, -0.035, 0.079], [0.516, 0.259, -0.139], [0.050, 0.207, 0.066], [0.076, 0.044, 0.219], [0.029, 0.128, -0.139], [0.154, 0.108, 0.275], [-0.028, 0.117, -0.125], [0.015, -0.158, -0.235], [-0.090, 0.067, 0.019], [-0.196, -0.004, -0.188], [-0.020, -0.087, -0.141], [-0.509, 0.376, 0.044], [0.155, -0.083, 0.193], [-0.178, -0.046, 0.010], [-0.115, -0.106, 0.319], [0.115, -0.032, 0.132], [-0.286, -0.071, 0.046]], "mulliken_charge": [-0.2101, -1.9819, 1.1838, 0.6123, -0.3550, 0.4415, -0.3253, -0.5495, 0.3526, -0.9491, -0.6471, -0.9314, -0.1456, 0.4575, 0.4849, 0.5003, 0.3259, 0.2367, 0.2089, 0.2956, 0.4268, 0.4605, 0.4620, 0.2693, -1.3506, 1.7611, -1.6893, -1.4792, 0.4825, 0.2268, 0.4561, 0.1178, 0.2918, 0.4224, 0.3350, 0.3132, 0.4200, 0.3154, 0.2488, -0.1299, -0.9853, -0.3863, 0.0323, -0.8176, -0.9423, 0.3454, 0.3677, 0.4417, 0.3931, 0.3658, 0.1023, 0.2537, 0.4119, 0.4480, 0.4609, 0.3699, -0.6147, -0.7356, -0.6548, 0.1167, -0.2937, -0.8145, 1.6000, 0.3222, -0.5101, -0.8049, -0.6246, -0.6590, -0.7504, 0.8888, -0.9092, -0.5619, -0.6885, -0.9764, -0.2662, 0.4212, 0.4896, 0.5595, 0.5274, 0.4486, 0.6164, 0.4307, 0.4062, 0.4263, 0.3610, 0.4572, 0.4437, 0.3981, 0.4432, 0.2809], "total_charge": 2, "spin_multiplicity": 6, "s2": 8.768, "homo_lumo_gap_ev": [5.7, 6.9], "homo_energy_ev": [-11.324, -12.715], "e_lumo_ev": [-5.600, -5.766]}

{"formula": "C36H45AsMnN6S", "method": "ωB97M-V/def2-TZVPD", "elements": ["Mn", "C", "C", "N", "N", "C", "N", "S", "C", "C", "C", "C", "C", "N", "H", "H", "H", "H", "H", "H", "H", "H", "H", "H", "C", "C", "C", "C", "C", "C", "H", "H", "H", "H", "H", "H", "H", "H", "H", "N", "C", "C", "N", "C", "C", "H", "H", "H", "H", "H", "H", "H", "H", "H", "H", "H", "C", "C", "C", "C", "C", "C", "As", "C", "C", "C", "C", "C", "C", "C", "C", "C", "C", "C", "C", "H", "H", "H", "H", "H", "H", "H", "H", "H", "H", "H", "H", "H", "H", "H"], "xyz": [[-0.753606, 0.253372, -0.316423], [-3.104351, 0.805617, 3.480744], [-2.452435, 0.277866, 2.243781], [-2.215884, 0.970907, 1.190415], [-2.582116, 2.282166, 1.140930], [-2.402765, 2.994157, -0.007823], [-2.825089, 4.255670, 0.043182], [-1.672403, 2.348410, -1.369554], [-2.026349, -1.156561, 2.137214], [-2.272160, -2.093485, 3.124986], [-1.846414, -3.401529, 2.917065], [-1.187522, -3.723999, 1.747716], [-0.970705, -2.720852, 0.811557], [-1.392601, -1.474873, 0.996612], [-2.699225, 1.782727, 3.753864], [-2.930242, 0.153158, 4.329499], [-4.184229, 0.904327, 3.341019], [-2.975251, 2.719382, 1.960825], [-3.320240, 4.643144, 0.830572], [-2.701660, 4.837448, -0.768455], [-2.777862, -1.831274, 4.041576], [-2.025574, -4.152938, 3.675127], [-0.830940, -4.728151, 1.562224], [-0.429044, -2.904192, -0.112056], [2.306698, 0.953867, -4.595548], [2.130841, -0.454627, -4.013837], [1.535440, -1.382164, -5.083919], [3.492035, -0.996782, -3.557771], [1.216727, -0.400014, -2.860569], [0.460836, -0.357499, -1.904687], [2.954855, 0.916518, -5.473965], [2.761416, 1.621718, -3.862607], [1.346129, 1.378350, -4.894832], [2.208510, -1.457752, -5.940409], [0.578988, -0.990550, -5.443393], [1.378553, -2.386478, -4.683544], [4.195399, -0.998885, -4.393853], [3.399170, -2.017266, -3.183893], [3.904412, -0.378707, -2.758640], [-3.966011, -1.628680, -4.661983], [-2.850621, -2.519605, -4.164753], [-1.964235, -1.703840, -3.236405], [-2.694406, -1.091467, -2.136519], [-3.799799, -0.277097, -2.611844], [-4.759438, -1.032566, -3.526277], [-4.581614, -2.149282, -5.284940], [-3.558969, -0.873033, -5.216473], [-2.316245, -2.890018, -5.037814], [-3.337204, -3.353268, -3.658878], [-1.461720, -0.906873, -3.792795], [-1.151453, -2.316132, -2.853776], [-3.001790, -1.776992, -1.456827], [-3.384809, 0.578839, -3.153793], [-4.353077, 0.137918, -1.770748], [-5.522566, -0.390613, -3.963433], [-5.239989, -1.870094, -3.022168], [0.257789, -1.520240, 5.468441], [1.060942, -2.142739, 4.522862], [1.409172, -1.482153, 3.351984], [0.960516, -0.187010, 3.117589], [0.151855, 0.434099, 4.069592], [-0.194484, -0.227476, 5.240388], [1.298325, 0.701616, 1.423572], [1.557836, 2.541944, 1.960939], [2.202323, 2.887675, 3.147519], [2.397974, 4.220820, 3.472139], [1.956298, 5.220136, 2.611324], [1.323235, 4.880888, 1.425219], [1.123439, 3.543986, 1.101105], [3.050747, 0.092369, 0.902977], [4.196227, 0.853312, 1.106520], [5.432648, 0.353991, 0.721184], [5.529442, -0.904566, 0.144495], [4.385028, -1.659418, -0.069458], [3.145135, -1.156826, 0.296005], [0.006061, -2.031030, 6.389319], [1.435742, -3.142596, 4.704623], [2.056848, -1.979927, 2.639612], [-0.183896, 1.453940, 3.914276], [-0.796790, 0.278751, 5.985545], [2.557548, 2.119615, 3.824065], [2.903690, 4.483268, 4.392509], [2.116963, 6.260331, 2.864076], [0.996373, 5.655279, 0.742651], [0.649836, 3.293669, 0.158742], [4.137262, 1.834808, 1.556594], [6.323065, 0.949809, 0.875467], [6.496842, -1.293514, -0.146323], [4.456247, -2.633265, -0.538101], [2.252380, -1.727008, 0.068839]], "forces_ev_per_a": [[0.610, -0.604, -0.768], [-0.044, 0.060, -0.029], [0.127, -0.288, -0.040], [-0.327, 0.209, 0.374], [-0.054, -0.095, 0.030], [0.035, 0.003, 0.266], [-0.098, 0.098, -0.063], [-0.056, 0.235, -0.133], [-0.074, 0.274, -0.056], [0.032, -0.084, -0.082], [-0.068, 0.063, 0.094], [0.085, -0.043, -0.104], [-0.009, -0.021, 0.072], [0.035, -0.021, 0.030], [-0.008, -0.008, -0.010], [-0.008, 0.014, -0.013], [-0.001, 0.010, -0.026], [-0.032, 0.036, 0.050], [0.046, -0.003, 0.014], [0.015, -0.006, -0.010], [0.002, -0.005, -0.017], [0.007, 0.007, -0.021], [-0.008, 0.030, -0.004], [-0.026, -0.006, 0.031], [0.016, 0.045, -0.021], [0.021, -0.055, -0.023], [0.004, 0.005, -0.015], [0.039, 0.029, -0.030], [0.009, -0.030, 0.003], [-0.162, 0.033, 0.235], [-0.009, -0.003, 0.025], [-0.023, -0.022, -0.003], [0.017, -0.020, 0.013], [-0.005, 0.008, 0.023], [0.021, -0.010, 0.010], [0.003, 0.021, -0.008], [-0.028, -0.003, 0.014], [-0.011, -0.010, 0.011], [-0.013, -0.010, -0.030], [0.021, -0.016, 0.052], [-0.080, 0.066, -0.011], [0.026, 0.029, 0.014], [-0.111, 0.064, 0.030], [0.020, -0.023, -0.023], [0.052, -0.014, -0.073], [-0.044, -0.031, -0.049], [0.024, 0.036, -0.028], [0.041, 0.000, 0.013], [0.028, -0.019, 0.020], [0.001, 0.003, 0.003], [-0.011, -0.053, 0.011], [-0.025, -0.060, 0.002], [0.023, 0.006, 0.011], [-0.046, -0.042, 0.011], [-0.002, 0.026, 0.035], [-0.011, 0.008, 0.039], [-0.007, 0.017, 0.024], [0.001, -0.021, 0.014], [0.032, -0.071, 0.033], [0.015, 0.078, 0.074], [0.015, -0.043, 0.004], [0.035, 0.031, 0.004], [-0.151, 0.268, -0.071], [0.093, -0.088, 0.085], [-0.003, -0.011, 0.063], [-0.020, 0.078, -0.030], [0.017, -0.035, 0.032], [0.001, 0.004, 0.007], [-0.012, 0.100, -0.053], [0.005, -0.075, 0.045], [0.016, -0.017, 0.011], [0.019, -0.007, -0.001], [0.018, 0.000, 0.006], [-0.002, -0.024, 0.003], [0.056, -0.011, -0.067], [0.001, 0.011, -0.015], [-0.007, 0.017, -0.001], [0.004, 0.045, -0.029], [0.040, 0.026, -0.008], [0.013, -0.015, 0.016], [-0.008, -0.035, -0.013], [-0.010, -0.011, -0.013], [-0.004, -0.019, -0.009], [0.007, -0.006, 0.009], [-0.016, -0.058, -0.018], [-0.029, 0.028, 0.021], [-0.018, -0.010, 0.002], [-0.017, 0.011, 0.000], [-0.001, 0.027, 0.014], [-0.052, 0.003, 0.015]], "mulliken_charge": [0.7629, -2.2318, 0.3934, 0.5013, -0.7425, 0.6256, -0.4351, -0.5717, 0.9293, -0.8176, -0.8093, -0.7768, -0.5281, 0.6684, 0.5945, 0.3162, 0.4013, 0.2875, 0.1841, 0.2530, 0.5172, 0.4651, 0.4813, 0.4570, -1.6250, 1.9972, -1.6712, -1.6448, -0.0074, 0.0461, 0.4191, 0.3719, 0.3542, 0.4460, 0.3049, 0.3450, 0.4588, 0.3492, 0.3005, -0.0942, -1.0831, -0.9299, 0.0641, -0.6271, -0.9339, 0.3514, 0.3972, 0.4519, 0.3675, 0.5612, 0.4191, 0.2555, 0.4271, 0.3750, 0.4409, 0.3669, -0.6843, -0.6891, -0.3645, 0.2546, -0.4494, -0.9886, 1.5652, -0.1307, -0.1479, -0.7844, -0.5421, -0.7708, -0.5815, 0.3615, -0.4918, -0.7459, -0.6260, -0.9854, 0.0248, 0.4565, 0.4775, 0.4256, 0.6375, 0.5227, 0.5143, 0.4406, 0.4188, 0.4444, 0.4103, 0.3568, 0.4293, 0.4064, 0.4351, 0.2217], "total_charge": 2, "spin_multiplicity": 6, "s2": 8.760, "homo_lumo_gap_ev": [6.7, 7.2], "homo_energy_ev": [-12.111, -12.731], "e_lumo_ev": [-5.382, -5.490]}

For the records above, the corresponding energy above the lowest of the compared OMol25 structures with the same formula, charge and spin values read 23.3; 6.9 kcal per mole.